No. 1
This record from the Open Molecules 2025 dataset describes a gas-phase ion, C10H17N2O2 (charge +1). The level of theory is ωB97M-V with the def2-TZVPD basis set.

Each line ends with the Löwdin spin population.
Element x y z (Å)
C: 1.918 -0.630 1.346  0.626
C: 0.496 -0.349 1.010  0.116
C: 2.474 -1.301 0.320  0.490
C: -0.296 0.816 1.633  0.025
C: 0.547 -0.830 -0.547  0.387
C: -0.668 2.803 3.114  0.000
C: 0.069 0.295 -2.592  0.027
C: 0.201 1.528 2.796  0.004
C: -0.810 -2.113 -2.195  0.017
C: -0.552 -0.705 -1.577  0.038
N: 1.655 -1.329 -0.782  0.147
N: -1.762 -0.014 -1.147  0.000
O: -1.364 1.166 1.144  0.008
O: 0.082 -2.418 -3.148  0.002
H: 2.369 -0.395 2.287  0.029
H: -0.197 -1.160 1.309  0.051
H: 3.517 -1.553 0.131  0.017
H: -0.521 3.388 2.187  0.000
H: -0.196 3.316 3.900  0.000
H: -1.627 2.415 3.252  0.000
H: 1.113 -0.074 -2.917  0.001
H: -0.438 0.596 -3.579  0.006
H: 0.367 1.158 -2.094  0.002
H: 0.044 0.816 3.677  0.000
H: 1.149 1.936 2.646  0.002
H: -1.817 -2.277 -2.689  0.004
H: -0.725 -2.948 -1.456  0.001
H: -2.607 -0.620 -1.196  0.000
H: -1.774 0.662 -1.838  0.000
H: -1.590 0.370 -0.117  0.000
H: 0.942 -2.552 -2.878  0.000

Properties
- 2S+1: 3
- Molar mass: 197.26 g mol⁻¹
- ⟨S²⟩: 2.013
- Orbital gap (alpha / beta): 0.2458 / 0.2785 Eh
- Energy above the lowest of the compared OMol25 structures with the same formula, charge and spin: 35.5 kJ/mol
- Net charge: +1

No. 2
This record from the Open Molecules 2025 dataset describes a molecular structure, C52H108F30N11O29S10. The level of theory is ωB97M-V with the def2-TZVPD basis set.

Each line ends with the Löwdin charge.
Element x y z (Å)
C: 12.253 17.655 20.667  -0.043
C: 12.197 17.634 19.154  -0.169
N: 12.986 16.645 18.369  -0.279
C: 12.587 15.282 18.715  -0.003
C: 12.801 16.796 16.809  -0.078
C: 11.366 16.973 16.289  -0.041
C: 14.359 16.787 18.779  -0.145
C: 15.118 18.088 18.509  -0.147
O: 15.663 18.615 19.748  -0.176
C: 15.902 19.953 19.566  -0.136
H: 11.390 18.229 21.055  0.103
H: 13.008 18.308 20.989  0.050
H: 12.276 16.666 21.134  0.092
H: 12.360 18.622 18.757  0.131
H: 11.152 17.386 18.920  0.130
H: 13.365 14.619 18.321  0.100
H: 11.585 15.056 18.381  0.112
H: 12.640 15.107 19.829  0.121
H: 13.286 15.925 16.412  0.110
H: 13.417 17.713 16.680  0.116
H: 10.904 17.912 16.452  0.066
H: 10.621 16.257 16.686  0.088
H: 11.444 16.649 15.267  0.086
H: 14.878 15.963 18.268  0.107
H: 14.432 16.591 19.853  0.116
H: 14.426 18.792 18.039  0.108
H: 15.894 17.984 17.750  0.091
H: 15.022 20.537 19.243  0.108
H: 16.733 20.057 18.833  0.088
H: 16.169 20.321 20.540  0.086
C: 27.997 23.960 18.160  -0.029
C: 27.205 22.739 17.631  -0.139
N: 25.751 22.763 18.017  -0.262
C: 25.576 22.718 19.517  0.023
C: 25.121 24.012 17.411  -0.153
C: 23.690 23.928 17.083  -0.051
C: 25.075 21.508 17.609  -0.120
C: 25.161 21.180 16.145  -0.231
O: 26.260 20.375 15.896  -0.192
C: 26.658 20.326 14.531  -0.061
H: 29.044 23.867 17.991  0.081
H: 27.898 23.883 19.225  0.066
H: 27.673 24.908 17.784  0.077
H: 27.659 21.790 18.003  0.156
H: 27.185 22.659 16.539  0.119
H: 24.531 22.678 19.821  0.105
H: 25.979 23.615 20.003  0.108
H: 26.074 21.821 19.860  0.109
H: 25.722 24.156 16.522  0.129
H: 25.201 24.803 18.177  0.147
H: 23.429 24.947 16.837  0.105
H: 23.031 23.712 17.891  0.072
H: 23.489 23.349 16.242  0.068
H: 24.023 21.536 17.893  0.124
H: 25.488 20.707 18.242  0.147
H: 25.274 22.078 15.574  0.109
H: 24.166 20.705 15.907  0.157
H: 27.272 19.449 14.398  0.086
H: 27.153 21.298 14.286  0.104
H: 25.792 20.310 13.908  0.081
C: 19.094 19.825 26.645  -0.054
C: 18.867 19.765 25.165  -0.167
N: 19.626 18.720 24.444  -0.278
C: 21.039 19.063 24.343  -0.002
C: 19.569 17.423 25.195  -0.156
C: 20.446 16.259 24.700  -0.031
C: 19.115 18.606 23.037  -0.088
C: 17.831 17.843 22.897  -0.219
O: 16.784 18.397 23.634  -0.188
C: 15.605 17.597 23.546  -0.054
H: 18.831 20.809 27.003  0.092
H: 20.158 19.659 26.813  0.073
H: 18.569 19.030 27.225  0.104
H: 19.251 20.677 24.732  0.138
H: 17.813 19.650 24.923  0.129
H: 21.731 18.251 24.061  0.099
H: 21.317 19.518 25.294  0.108
H: 21.075 19.877 23.548  0.107
H: 18.532 17.083 25.213  0.135
H: 19.889 17.567 26.203  0.114
H: 20.254 15.906 23.664  0.088
H: 20.169 15.422 25.323  0.093
H: 21.486 16.484 24.851  0.074
H: 19.892 18.063 22.485  0.132
H: 19.045 19.647 22.715  0.129
H: 18.037 16.819 23.249  0.130
H: 17.591 17.808 21.797  0.134
H: 15.654 16.654 24.104  0.099
H: 15.422 17.299 22.522  0.081
H: 14.818 18.127 24.046  0.091
C: 26.153 16.603 15.943  -0.015
O: 26.951 15.316 15.856  -0.186
C: 27.744 15.463 14.701  -0.263
C: 28.623 14.288 14.624  -0.129
N: 27.824 13.120 14.326  0.017
H: 27.376 12.705 15.140  0.134
H: 26.997 13.389 13.768  0.068
C: 28.585 12.111 13.625  -0.109
C: 29.130 11.022 14.555  -0.163
O: 28.104 10.644 15.468  -0.198
C: 27.524 9.412 15.065  -0.093
H: 25.184 16.338 16.490  0.092
H: 25.916 17.029 14.943  0.086
H: 26.753 17.237 16.587  0.084
H: 28.425 16.395 14.751  0.161
H: 27.168 15.610 13.806  0.084
H: 29.164 13.987 15.549  0.163
H: 29.404 14.399 13.860  0.142
H: 29.356 12.620 13.109  0.120
H: 27.917 11.673 12.885  0.143
H: 30.004 11.371 15.087  0.131
H: 29.337 10.215 13.861  0.125
H: 26.599 9.154 15.550  0.077
H: 28.252 8.598 15.209  0.100
H: 27.299 9.427 13.958  0.111
C: 26.856 14.212 19.180  -0.090
O: 25.767 13.443 18.758  -0.197
C: 26.089 12.250 18.041  -0.158
C: 24.795 11.452 17.990  -0.086
N: 24.266 11.231 19.357  0.036
H: 24.991 10.871 19.985  0.030
H: 23.984 12.128 19.761  0.115
C: 23.022 10.390 19.496  -0.093
C: 21.946 10.855 18.585  -0.218
O: 21.934 12.275 18.664  -0.202
C: 21.229 12.943 17.565  -0.035
H: 26.449 15.087 19.643  0.076
H: 27.457 14.447 18.349  0.061
H: 27.458 13.751 20.001  0.107
H: 26.941 11.779 18.512  0.132
H: 26.379 12.595 17.004  0.115
H: 24.907 10.475 17.537  0.140
H: 24.163 12.088 17.414  0.093
H: 22.741 10.417 20.575  0.152
H: 23.272 9.340 19.279  0.146
H: 21.011 10.373 19.019  0.153
H: 21.972 10.478 17.526  0.139
H: 21.322 13.986 17.684  0.056
H: 20.125 12.680 17.469  0.117
H: 21.722 12.706 16.615  0.068
C: 20.194 14.830 20.361  -0.038
O: 19.915 15.630 19.186  -0.206
C: 18.941 16.609 19.409  -0.206
C: 18.727 17.293 18.075  -0.069
N: 20.027 17.903 17.651  0.066
H: 20.365 18.446 18.426  0.097
H: 20.564 17.025 17.508  0.135
C: 20.279 18.684 16.429  -0.105
C: 20.651 17.677 15.357  -0.151
O: 21.452 16.701 16.027  -0.206
C: 22.350 16.048 15.166  -0.064
H: 20.913 14.045 20.081  0.074
H: 19.245 14.397 20.733  0.073
H: 20.668 15.498 21.122  0.087
H: 19.283 17.283 20.267  0.123
H: 18.041 16.174 19.849  0.118
H: 17.997 18.100 18.024  0.097
H: 18.339 16.615 17.276  0.127
H: 21.046 19.343 16.717  0.108
H: 19.380 19.225 16.163  0.082
H: 21.172 18.226 14.570  0.135
H: 19.682 17.301 14.968  0.113
H: 23.166 15.658 15.761  0.066
H: 22.704 16.777 14.419  0.100
H: 21.869 15.224 14.669  0.088
C: 25.517 9.953 23.499  -0.665
F: 24.248 9.557 23.246  0.114
F: 25.514 10.662 24.646  0.130
F: 26.266 8.920 23.643  0.201
S: 26.042 11.028 22.037  0.619
O: 27.402 11.451 22.192  -0.254
O: 25.855 10.075 20.945  -0.299
N: 24.959 12.135 21.928  -0.297
S: 25.056 13.523 22.683  0.573
O: 24.653 13.392 24.034  -0.254
O: 26.111 14.426 22.415  -0.245
C: 23.558 14.232 21.809  -0.639
F: 22.434 13.631 22.166  0.143
F: 23.497 15.512 22.283  0.085
F: 23.644 14.242 20.473  0.125
C: 13.758 10.059 20.591  -0.672
F: 14.559 9.425 19.666  0.088
F: 12.505 9.734 20.287  0.137
F: 14.095 9.508 21.733  0.160
S: 13.849 11.893 20.587  0.610
O: 13.252 12.387 19.353  -0.299
O: 13.169 12.116 21.835  -0.288
N: 15.416 12.089 20.726  -0.282
S: 16.207 13.408 20.344  0.569
O: 15.498 14.638 20.171  -0.288
O: 17.401 13.440 21.139  -0.280
C: 16.713 13.033 18.695  -0.641
F: 17.235 14.205 18.225  0.079
F: 17.666 12.087 18.666  0.125
F: 15.809 12.623 17.781  0.140
C: 25.203 15.738 11.058  -0.605
F: 25.220 16.573 12.183  0.058
F: 24.015 15.547 10.587  0.196
F: 25.991 16.295 10.116  0.128
S: 26.067 14.096 11.540  0.623
O: 25.754 13.292 10.388  -0.255
O: 27.453 14.459 11.829  -0.300
N: 25.507 13.596 12.927  -0.317
S: 24.188 12.710 12.818  0.520
O: 23.068 13.488 12.596  -0.231
O: 24.217 11.517 12.122  -0.217
C: 24.124 12.210 14.673  -0.551
F: 24.042 13.365 15.442  0.072
F: 23.077 11.465 14.931  0.156
F: 25.221 11.438 15.038  0.073
C: 16.950 19.220 13.385  -0.683
F: 17.216 20.556 13.273  0.108
F: 15.817 19.044 12.724  0.152
F: 17.921 18.563 12.813  0.170
S: 16.696 18.735 15.125  0.601
O: 17.570 19.521 15.930  -0.301
O: 15.279 18.873 15.370  -0.271
N: 17.278 17.244 15.105  -0.314
S: 16.303 16.029 14.877  0.617
O: 15.647 15.530 16.088  -0.319
O: 15.475 16.227 13.719  -0.275
C: 17.596 14.626 14.534  -0.596
F: 18.443 14.547 15.549  0.139
F: 16.823 13.540 14.385  0.150
F: 18.291 15.085 13.449  0.104
C: 23.412 17.792 19.310  -0.593
F: 23.319 18.337 18.023  0.054
F: 22.540 16.795 19.331  0.148
F: 24.722 17.396 19.322  0.113
S: 23.034 18.992 20.599  0.523
O: 22.701 18.248 21.743  -0.256
O: 24.155 19.840 20.707  -0.262
N: 21.802 19.647 19.831  -0.298
S: 21.152 21.095 20.307  0.694
O: 20.998 21.257 21.748  -0.297
O: 21.720 22.166 19.450  -0.312
C: 19.505 20.789 19.607  -0.656
F: 19.712 20.615 18.258  0.105
F: 18.824 19.839 20.165  0.170
F: 18.851 21.962 19.842  0.120

Properties
- Molar mass: 2242.09 g mol⁻¹
- Orbital gap: 0.3309 Eh
- Net charge: +1

No. 3
This record from the Open Molecules 2025 dataset describes a single C4H8O3 molecule. The level of theory is ωB97M-V with the def2-TZVPD basis set.

Each line ends with the Löwdin charge.
Element x y z (Å)
O: -0.774 2.171 -1.950  0.085
C: -0.053 1.465 -1.228  -0.466
O: 1.189 1.008 -1.642  0.011
C: -0.267 0.880 0.129  -0.066
C: -0.132 -0.661 0.163  -0.407
C: -0.709 -1.375 1.421  -0.051
O: 1.247 -1.079 0.078  -0.058
H: 1.631 1.668 -2.330  0.199
H: 0.594 1.278 0.773  0.162
H: -1.237 1.207 0.560  0.138
H: -0.697 -0.912 -0.646  0.102
H: 0.001 -1.554 2.271  0.085
H: -1.778 -1.170 1.753  0.095
H: -0.729 -2.485 1.177  0.085
H: 1.713 -0.442 -0.530  0.087

Properties
- Molar mass: 104.10 g mol⁻¹
- SMILES: C[C@H](O)CC(=O)O
- Orbital gap: 0.4002 Eh
- Energy above the lowest of the compared OMol25 structures with the same formula, charge and spin: 144.2 kJ/mol
- Net charge: 0